Computed, not measured: C5H11NOS as an isolated structure, with wB97M-V/def2-TZVPD.

Atoms and positions in Å:
S: -1.76351 0.70609 -1.24963
O: -0.09555 0.59165 -1.33113
N: -1.92998 1.06271 0.20877
C: -1.91705 -1.06697 -1.80639
C: 0.38651 0.45177 0.20618
C: -0.92994 0.27414 0.92507
C: 1.05611 1.83109 0.37964
C: 1.41270 -0.59865 0.38573
H: -1.78896 -0.95102 -2.86276
H: -2.94206 -1.38887 -1.43152
H: -1.15524 -1.67322 -1.40773
H: 2.12315 1.96599 0.02568
H: -1.13804 -0.91853 0.95844
H: 2.05280 -0.32686 1.22201
H: 0.48130 2.71350 0.13463
H: -0.82201 0.55601 2.09400
H: 1.98699 -0.95877 -0.53865
H: 1.16655 1.90932 1.40894
H: 0.92394 -1.62991 0.73694

As for the spin multiplicity: 1. Its HOMO energy is -8.95 eV. The energy above the lowest of the compared OMol25 structures with the same formula, charge and spin comes out at 4.076 eV. The total energy is -19733.0196 eV. The value obtained for the gap between HOMO and LUMO is 9.76 eV.